DFT (ωB97M-V/def2-TZVPD) results for a structure of composition C32H85Li4N5O15 at a distorted geometry.

Geometry as ORCA input:
```
! RIJCOSX wB97M-V def2-TZVPD def2/J DEFGRID3
* xyz 2 1
Li -3.512 5.772 -6.034
Li 0.923 -0.890 -7.385
Li -3.348 -0.076 -5.503
Li -0.533 -4.988 -5.606
O -0.198 -0.529 -3.278
C -0.236 0.342 -2.131
C -0.601 1.848 -2.330
O -1.784 2.196 -3.111
H 0.656 0.342 -1.505
H -1.024 0.001 -1.459
H 0.154 2.411 -2.878
H -0.568 2.190 -1.296
C 8.096 0.053 -8.654
O 8.010 0.365 -7.266
C 7.062 1.414 -6.952
C 5.576 1.024 -6.944
N 5.023 1.050 -8.272
C 4.719 2.408 -8.700
C 4.759 2.493 -10.273
O 4.620 3.753 -10.828
C 5.811 4.478 -11.027
H 7.436 -0.779 -8.900
H 9.152 -0.207 -8.728
H 8.029 0.990 -9.207
H 7.102 2.400 -7.414
H 7.111 1.753 -5.918
H 4.870 1.615 -6.360
H 5.498 -0.014 -6.621
H 5.687 0.606 -8.890
H 5.519 3.078 -8.387
H 3.722 2.661 -8.338
H 3.981 1.876 -10.723
H 5.716 2.010 -10.470
H 6.425 4.525 -10.128
H 5.580 5.506 -11.309
H 6.423 3.940 -11.751
C 7.418 -3.075 4.318
O 8.172 -3.148 5.476
C 9.081 -4.250 5.556
C 9.039 -5.137 6.778
N 9.284 -4.334 7.997
C 10.688 -4.024 8.419
C 11.355 -5.334 8.900
O 12.411 -5.203 9.772
C 13.499 -4.481 9.325
H 8.006 -2.616 3.524
H 6.514 -2.480 4.450
H 6.945 -3.992 3.968
H 10.001 -3.666 5.537
H 9.239 -4.942 4.729
H 9.847 -5.864 6.693
H 8.115 -5.714 6.826
H 8.838 -3.430 7.946
H 10.617 -3.169 9.091
H 11.244 -3.736 7.527
H 11.729 -5.949 8.082
H 10.752 -6.005 9.511
H 13.284 -3.422 9.464
H 13.846 -4.710 8.318
H 14.274 -4.700 10.060
C -6.126 3.135 8.823
O -6.179 3.921 7.627
C -5.122 3.613 6.697
C -5.229 4.668 5.554
N -6.332 4.439 4.638
C -6.256 3.108 3.938
C -7.325 2.879 2.864
O -8.512 2.363 3.427
C -9.503 2.144 2.484
H -6.470 3.720 9.676
H -5.196 2.663 9.140
H -6.891 2.367 8.718
H -5.236 2.574 6.386
H -4.171 3.631 7.230
H -4.286 4.571 5.016
H -5.488 5.650 5.948
H -7.132 4.243 5.223
H -6.450 2.494 4.818
H -5.235 2.854 3.653
H -6.909 2.127 2.194
H -7.533 3.815 2.347
H -10.021 3.087 2.308
H -10.231 1.378 2.753
H -9.164 1.703 1.546
C 6.587 0.392 12.562
O 5.880 0.335 11.348
C 4.640 -0.347 11.476
C 3.915 0.157 10.187
N 2.444 -0.028 10.311
C 1.955 -1.259 9.761
C 1.798 -1.350 8.259
O 0.439 -1.085 7.895
C 0.353 -1.199 6.472
H 6.152 1.176 13.182
H 7.616 0.654 12.320
H 6.629 -0.593 13.029
H 4.041 -0.039 12.333
H 4.779 -1.428 11.459
H 4.271 -0.409 9.327
H 4.229 1.187 10.014
H 2.086 0.086 11.248
H 0.922 -1.297 10.106
H 2.514 -2.131 10.103
H 2.011 -2.368 7.931
H 2.464 -0.564 7.904
H -0.677 -0.983 6.188
H 0.697 -2.135 6.031
H 1.060 -0.484 6.052
C -10.177 1.157 -8.044
O -10.835 0.149 -8.775
C -10.204 -0.214 -10.047
C -10.577 -1.572 -10.665
N -12.001 -1.577 -10.992
C -12.507 -2.780 -11.660
C -14.005 -2.790 -11.761
O -14.787 -3.871 -11.410
C -14.837 -4.991 -12.220
H -10.189 2.174 -8.437
H -9.221 1.025 -7.538
H -10.769 1.319 -7.143
H -9.121 -0.334 -10.034
H -10.412 0.484 -10.858
H -10.473 -2.383 -9.944
H -10.082 -1.598 -11.636
H -12.587 -0.842 -10.624
H -12.281 -3.608 -10.987
H -11.934 -3.033 -12.552
H -14.352 -2.485 -12.748
H -14.386 -2.024 -11.086
H -13.808 -5.351 -12.209
H -15.236 -4.695 -13.191
H -15.482 -5.792 -11.857
O 1.803 -6.246 -2.666
H 1.704 -5.462 -2.126
H 1.888 -6.962 -2.036
O -3.051 7.451 0.505
H -3.763 7.409 1.144
H -2.941 6.548 0.208
O -0.622 8.124 -5.107
H 0.198 8.512 -5.413
H -0.817 8.588 -4.292
*
```

Results
Highest occupied orbital energy = -9.946 eV
E_tot = -2701.4543 Eh
Molar mass = 807.8 g mol⁻¹
Gap between HOMO and LUMO = 2.858 eV

=====

DFT (ωB97M-V/def2-TZVPD) results for a cluster of 10 separate species, C32H86N3O13 in total at a distorted geometry.

Geometry as ORCA input:
```
! RIJCOSX wB97M-V def2-TZVPD def2/J DEFGRID3
* xyz -1 1
C 1.341 -0.769 -0.961
C -0.208 -0.759 -1.132
O -0.638 -0.771 -2.482
H 1.790 0.141 -1.359
H 1.766 -1.654 -1.434
H 1.687 -0.710 0.071
H -0.619 0.108 -0.615
H -0.605 -1.587 -0.545
C 3.819 -3.537 -3.563
O 4.661 -4.581 -3.088
C 4.390 -4.927 -1.738
C 4.543 -3.730 -0.770
N 4.297 -4.017 0.654
C 3.044 -4.725 0.965
C 1.749 -3.998 0.561
O 0.733 -4.644 1.271
C -0.485 -3.995 1.201
H 4.247 -2.565 -3.318
H 2.777 -3.563 -3.247
H 3.962 -3.591 -4.642
H 5.103 -5.718 -1.508
H 3.405 -5.392 -1.769
H 3.779 -3.047 -1.143
H 5.463 -3.176 -0.960
H 5.032 -4.640 0.955
H 3.026 -4.833 2.049
H 3.024 -5.758 0.616
H 1.666 -4.058 -0.525
H 1.730 -2.947 0.849
H -0.540 -3.019 1.683
H -1.227 -4.614 1.706
H -0.955 -3.846 0.229
C -1.791 6.947 2.391
O -1.732 5.588 2.818
C -1.082 5.464 4.096
C -1.842 4.547 5.039
N -1.872 3.204 4.513
C -2.921 2.355 5.103
C -2.782 1.083 4.295
O -2.786 1.376 2.868
C -2.597 0.277 2.016
H -0.749 7.262 2.357
H -2.269 7.584 3.135
H -2.350 6.921 1.455
H -1.061 6.441 4.579
H -0.082 5.072 3.910
H -2.854 4.899 5.240
H -1.310 4.471 5.987
H -1.056 2.722 4.861
H -3.910 2.773 4.917
H -2.932 2.353 6.193
H -3.597 0.419 4.583
H -1.855 0.576 4.562
H -1.676 -0.253 2.258
H -2.549 0.727 1.024
H -3.506 -0.320 2.099
C -5.603 1.825 1.883
O -4.465 2.319 1.148
C -4.827 2.955 -0.064
C -3.522 3.330 -0.717
N -2.849 4.331 0.063
C -1.472 4.510 -0.360
C -0.579 3.312 -0.053
O -0.696 3.106 1.346
C 0.253 2.197 1.854
H -5.339 1.763 2.939
H -5.757 0.802 1.538
H -6.546 2.361 1.771
H -5.426 3.837 0.159
H -5.443 2.316 -0.697
H -3.814 3.596 -1.733
H -2.902 2.448 -0.876
H -3.310 5.145 -0.318
H -1.110 5.370 0.204
H -1.372 4.850 -1.391
H 0.433 3.652 -0.275
H -0.806 2.431 -0.653
H 1.305 2.418 1.672
H 0.060 1.208 1.439
H 0.139 2.000 2.920
C 4.880 -0.195 0.604
C 6.210 -0.920 0.930
O 5.952 -1.979 1.813
H 4.930 0.628 -0.109
H 4.441 0.265 1.489
H 4.145 -0.914 0.240
H 6.878 -0.253 1.476
H 6.780 -1.189 0.041
H 5.466 -2.621 1.291
C 3.440 -0.106 -5.825
C 2.718 0.015 -4.532
O 1.530 -0.777 -4.612
H 2.888 0.310 -6.668
H 3.594 -1.175 -5.978
H 4.375 0.446 -5.730
H 2.541 1.067 -4.309
H 3.442 -0.273 -3.770
H 1.064 -0.716 -3.774
C -1.088 3.643 -4.787
C -0.547 2.577 -3.834
O -1.606 1.849 -3.299
H -1.933 4.197 -4.377
H -1.456 3.214 -5.719
H -0.250 4.288 -5.049
H 0.027 3.037 -3.030
H 0.215 1.919 -4.252
H -1.273 0.974 -3.089
C 2.710 -1.128 3.737
C 1.315 -1.397 3.270
O 0.441 -0.710 4.161
H 3.481 -1.582 3.115
H 2.908 -1.454 4.758
H 2.964 -0.070 3.672
H 1.067 -2.452 3.387
H 1.130 -1.145 2.226
H -0.278 -1.291 4.418
C 0.175 -5.825 -3.153
C -0.748 -4.618 -2.905
O -0.211 -3.501 -3.546
H -0.377 -6.697 -2.801
H 1.096 -5.766 -2.574
H 0.488 -5.857 -4.196
H -0.797 -4.371 -1.844
H -1.760 -4.832 -3.250
H -0.475 -2.736 -3.031
C -4.656 -1.919 -0.606
C -4.145 -0.723 -1.419
O -3.433 -1.224 -2.509
H -3.860 -2.604 -0.314
H -5.450 -2.473 -1.107
H -5.004 -1.495 0.336
H -3.465 -0.113 -0.824
H -4.909 -0.031 -1.771
H -2.515 -0.944 -2.482
*
```

Results
Highest occupied orbital energy = -5.159 eV
E_tot = -2412.9762 Eh
Molar mass = 721.0 g mol⁻¹
Gap between HOMO and LUMO = 7.533 eV
ΔE to the lowest compared entry with this formula, charge and spin = 199.7 kJ/mol

=====

DFT (ωB97M-V/def2-TZVPD) results for a cluster of 9 separate species, C32H86N4O17 in total at a distorted geometry.

Geometry as ORCA input:
```
! RIJCOSX wB97M-V def2-TZVPD def2/J DEFGRID3
* xyz 0 1
C 14.918 -22.045 8.635
O 14.348 -20.771 9.140
C 12.954 -20.915 9.580
C 11.863 -21.125 8.488
N 12.178 -20.434 7.211
C 11.119 -20.194 6.286
C 11.770 -19.437 5.026
O 12.023 -18.005 5.269
C 12.575 -17.296 4.157
H 15.971 -21.954 8.370
H 14.308 -22.211 7.746
H 14.790 -22.863 9.343
H 12.789 -19.970 10.097
H 12.790 -21.608 10.406
H 10.883 -20.878 8.897
H 11.774 -22.200 8.330
H 12.628 -19.548 7.388
H 10.343 -19.573 6.734
H 10.839 -21.218 6.037
H 10.999 -19.406 4.256
H 12.553 -20.049 4.581
H 11.929 -17.039 3.318
H 13.479 -17.809 3.828
H 12.989 -16.367 4.550
C 17.794 -22.817 10.913
O 18.594 -22.032 10.009
C 19.489 -22.881 9.301
C 19.946 -22.131 8.064
N 18.843 -22.073 7.165
C 19.177 -21.218 6.037
C 17.941 -21.107 5.137
O 17.023 -20.119 5.603
C 15.891 -19.841 4.744
H 17.229 -22.219 11.629
H 18.389 -23.540 11.472
H 17.075 -23.415 10.355
H 18.922 -23.727 8.912
H 20.358 -23.170 9.893
H 20.691 -22.664 7.474
H 20.391 -21.204 8.428
H 18.041 -21.657 7.616
H 19.853 -21.811 5.421
H 19.616 -20.261 6.321
H 17.520 -22.110 5.069
H 18.303 -20.850 4.141
H 15.150 -19.177 5.188
H 15.402 -20.779 4.482
H 16.207 -19.369 3.813
C 19.281 -24.002 0.015
O 19.812 -23.932 1.327
C 19.963 -22.580 1.879
C 21.319 -22.011 1.556
N 22.413 -22.829 2.100
C 23.729 -22.429 1.525
C 25.007 -23.185 1.947
O 24.851 -24.538 1.409
C 25.822 -25.472 1.889
H 19.065 -25.031 -0.274
H 19.946 -23.734 -0.806
H 18.350 -23.448 -0.105
H 19.945 -22.626 2.967
H 19.173 -21.981 1.427
H 21.411 -20.980 1.897
H 21.438 -21.970 0.474
H 22.320 -23.812 1.885
H 23.852 -21.380 1.795
H 23.751 -22.389 0.436
H 24.909 -23.231 3.031
H 25.865 -22.681 1.502
H 25.401 -26.446 1.638
H 26.045 -25.429 2.955
H 26.732 -25.429 1.291
C 8.634 -16.428 -0.847
O 10.025 -16.716 -0.700
C 10.806 -15.618 -0.276
C 12.279 -15.940 -0.191
N 12.841 -16.487 -1.421
C 14.263 -16.567 -1.494
C 14.598 -17.122 -2.905
O 14.235 -18.457 -2.996
C 14.555 -19.096 -4.223
H 8.177 -16.323 0.137
H 8.095 -17.273 -1.276
H 8.369 -15.635 -1.546
H 10.278 -15.190 0.575
H 10.647 -14.898 -1.079
H 12.365 -16.763 0.518
H 12.881 -15.090 0.129
H 12.375 -16.047 -2.201
H 14.718 -17.231 -0.759
H 14.567 -15.530 -1.352
H 15.663 -17.081 -3.138
H 14.190 -16.444 -3.654
H 15.644 -19.128 -4.251
H 14.225 -18.657 -5.165
H 14.144 -20.105 -4.217
C 13.198 -23.002 -1.910
C 12.964 -24.209 -2.798
O 11.830 -25.030 -2.473
O 13.545 -23.410 -0.642
H 12.264 -22.445 -1.836
H 13.992 -22.328 -2.233
H 13.819 -24.885 -2.772
H 12.943 -23.865 -3.832
H 11.926 -25.256 -1.545
H 12.711 -23.429 -0.166
C 15.482 -20.237 0.640
C 14.195 -19.809 1.413
O 13.138 -20.762 1.200
O 16.294 -21.208 1.291
H 16.103 -19.384 0.366
H 15.122 -20.721 -0.268
H 13.818 -18.830 1.115
H 14.543 -19.745 2.444
H 12.615 -20.402 0.480
H 15.654 -21.869 1.565
C 10.596 -19.507 -2.669
C 10.788 -19.855 -1.193
O 11.925 -19.102 -0.708
O 11.660 -20.181 -3.339
H 10.734 -18.432 -2.784
H 9.622 -19.786 -3.070
H 10.968 -20.909 -0.984
H 9.885 -19.596 -0.641
H 11.837 -18.160 -0.868
H 12.484 -19.865 -2.962
C 15.636 -25.698 -0.353
C 15.451 -25.998 1.126
O 14.301 -25.339 1.588
O 15.962 -24.359 -0.424
H 14.762 -25.994 -0.933
H 16.513 -26.219 -0.737
H 16.305 -25.721 1.745
H 15.360 -27.074 1.276
H 14.412 -24.425 1.859
H 15.165 -23.851 -0.257
O 14.285 -22.847 2.584
H 13.708 -22.296 2.056
H 14.185 -22.514 3.476
*
```

Results
Highest occupied orbital energy = -8.441 eV
E_tot = -2768.5811 Eh
SMILES = COCCNCCOC.COCCNCCOC.COCCNCCOC.COCCNCCOC.OCCO.OCCO.OCCO.OCCO.O
Molar mass = 799.1 g mol⁻¹
Gap between HOMO and LUMO = 8.803 eV

=====

Which of these has the highest gap between HOMO and LUMO? C32H86N4O17